A molecular structure, C25H55HoNO2Si2 at a distorted geometry, computed with the ωB97M-V functional and the def2-TZVPD basis.

Calculated total energy, eV: -73949.7003
Strongest force on any atom, eV/A: 1.89
LUMO level (alpha / beta), eV: -2.93 / -2.88
Charge: +1
Molecular weight, g mol⁻¹: 622.82
Gap between HOMO and LUMO (alpha / beta), eV: 8.15 / 8.18
Multiplicity: 5

```
86
C25H55HoNO2Si2 (the ωB97M-V functional and the def2-TZVPD basis)
O -0.703 -1.511 -1.608
O -2.448 -0.198 -5.484
C 0.320 -2.367 -2.330
C 0.739 -3.529 -1.462
H 1.142 -1.674 -2.564
H -0.170 -2.654 -3.261
H 1.112 -3.189 -0.486
H 1.530 -4.107 -1.947
H -0.115 -4.199 -1.296
C -1.937 -2.226 -1.201
C -2.564 -2.932 -2.378
H -2.606 -1.450 -0.787
H -1.672 -2.923 -0.399
H -2.747 -2.255 -3.227
H -3.515 -3.339 -2.043
H -1.970 -3.794 -2.701
C -3.576 0.683 -5.663
C -2.395 -1.292 -6.421
C -4.748 0.322 -4.778
H -3.909 0.655 -6.716
H -3.187 1.680 -5.413
H -5.156 -0.653 -5.054
H -5.553 1.044 -4.915
H -4.453 0.326 -3.725
C -3.674 -2.101 -6.482
H -1.558 -1.921 -6.084
H -2.156 -0.886 -7.422
H -3.999 -2.432 -5.488
H -3.517 -2.997 -7.087
H -4.463 -1.510 -6.953
H -0.944 0.188 -4.331
Ho -0.149 0.218 -0.257
C -0.454 1.172 -4.154
Si 0.379 1.753 -5.740
H -1.284 1.809 -3.793
H 0.270 1.052 -3.319
C 1.346 0.352 -6.580
C 1.583 3.187 -5.486
C -0.635 2.556 -7.134
C 2.152 -0.012 -0.327
Si 3.617 0.936 0.383
H 2.359 0.099 -1.414
H 2.271 -1.109 -0.119
C 4.053 2.131 -1.006
C 5.142 -0.072 0.823
C 3.218 1.967 1.898
H 0.082 2.740 -7.950
H -1.039 3.537 -6.827
H -1.449 1.930 -7.536
H 2.222 0.081 -5.973
H 1.698 0.741 -7.555
H 0.729 -0.543 -6.761
H 2.203 3.077 -4.590
H 1.028 4.138 -5.444
H 2.238 3.217 -6.374
H 5.411 -0.798 0.046
H 5.026 -0.613 1.772
H 5.993 0.625 0.931
H 3.110 1.382 2.819
H 2.302 2.559 1.801
H 4.049 2.671 2.055
H 4.910 2.759 -0.740
H 3.194 2.780 -1.231
H 4.305 1.580 -1.920
C 0.145 -2.136 2.177
N -0.401 -0.772 1.957
C -1.868 -0.811 2.307
C 0.264 0.166 2.918
C -0.148 1.596 2.664
C -0.092 2.491 3.752
C -0.420 3.831 3.537
C -0.827 4.244 2.267
C -0.861 3.324 1.195
C -0.508 2.004 1.380
H -0.401 -2.887 1.583
H 0.073 -2.380 3.255
H 1.209 -2.136 1.898
H -1.992 -0.967 3.402
H -2.347 0.155 2.051
H -2.351 -1.634 1.757
H -0.018 -0.174 3.931
H 1.356 0.030 2.848
H 0.180 2.073 4.730
H -0.358 4.543 4.364
H -1.129 5.278 2.095
H -1.153 3.637 0.189
```